ORCA calculation (the ωB97M-V functional and the def2-TZVPD basis) on C5H15N3 in the gas phase.

Element x y z (Å)
C (-2.66635, -1.02542, -0.21306)
C (-1.51089, -0.02790, -0.15256)
N (-1.14553, 0.40416, -1.49855)
C (-0.24843, -0.67451, 0.60758)
C (0.97097, 0.21280, 0.79955)
N (0.74872, 1.65196, 0.85229)
C (2.07190, -0.15685, -0.33330)
N (3.35135, 0.49728, -0.04025)
H (-2.96471, -1.33091, 0.79573)
H (-2.38828, -1.93054, -0.76568)
H (-3.54819, -0.59110, -0.70009)
H (-1.84885, 0.85031, 0.40825)
H (-0.90085, -0.40419, -2.07027)
H (-1.95297, 0.82512, -1.96151)
H (-0.60260, -0.97513, 1.60145)
H (-0.01292, -1.60866, 0.08504)
H (1.42625, -0.06808, 1.75806)
H (0.06551, 1.88486, 1.56851)
H (0.34358, 1.94178, -0.04529)
H (1.72213, 0.20665, -1.30291)
H (2.23402, -1.23472, -0.42962)
H (3.12229, 1.46126, 0.22350)
H (3.73385, 0.09182, 0.81313)

Output
- HOMO (eV) = -8.80
- ΔE to the lowest compared entry with this formula, charge and spin (kcal per mole) = 15.10
- E (eV) = -9898.497
- structure (SMILES) = C[C@H](N)C[C@H](N)CN
- 2S+1 = 1
- LUMO level (eV) = 0.9622